96
Properties=species:S:1:pos:R:3:forces:R:3 method="wB97M-V/def2-TZVPD" orbital_gap_ev="7.18 / 5.05" total_charge=+1 homo_energy_ha="-0.3492 / -0.3438" largest_force_ha_per_bohr=0.0578 multiplicity=2 e_lumo_ev="-2.319 / -4.303"
Ca 0.028 0.108 -0.030 -0.301 -1.511 -0.154
O 2.161 0.214 -0.121 0.152 -0.600 -0.597
P 2.900 1.058 0.845 2.058 1.182 1.563
C 2.730 2.839 0.397 -0.437 -0.639 -0.125
P 1.208 2.888 -0.618 1.796 2.107 -1.080
O 0.072 2.282 0.117 -1.039 0.101 0.552
C 1.540 2.093 -2.216 -0.196 0.238 0.345
C 0.427 1.632 -2.915 -0.064 0.043 0.207
C 0.572 1.095 -4.182 -0.016 -0.083 -0.134
C 1.830 1.022 -4.759 -0.081 0.003 0.057
C 2.938 1.483 -4.068 0.080 0.024 0.049
C 2.799 2.021 -2.800 0.030 0.006 0.079
C 0.961 4.649 -0.956 -0.043 -0.480 0.127
C -0.277 5.224 -0.709 -0.074 -0.185 0.090
C -0.465 6.578 -0.925 -0.010 0.099 -0.012
C 0.588 7.359 -1.372 -0.048 -0.004 0.015
C 1.824 6.785 -1.626 0.114 -0.046 -0.032
C 2.010 5.429 -1.428 0.018 -0.023 -0.015
C 4.681 0.734 0.838 -0.502 0.043 -0.038
C 5.570 1.684 1.329 -0.058 0.042 -0.001
C 6.929 1.434 1.307 0.040 0.055 0.047
C 7.403 0.232 0.802 -0.047 0.019 0.005
C 6.518 -0.716 0.316 0.104 -0.019 0.003
C 5.156 -0.469 0.332 -0.189 -0.073 -0.063
C 2.282 0.907 2.547 0.137 -0.007 -0.462
C 1.507 -0.195 2.893 0.004 0.047 -0.191
C 1.087 -0.365 4.202 -0.052 -0.065 0.080
C 1.442 0.560 5.169 -0.016 -0.078 -0.072
C 2.223 1.654 4.830 0.059 0.095 -0.036
C 2.649 1.825 3.526 -0.013 0.049 -0.074
H 3.608 3.204 -0.134 -0.037 -0.071 -0.080
H 2.562 3.475 1.269 -0.072 -0.058 -0.065
H -0.557 1.727 -2.469 -0.136 -0.023 -0.084
H -0.296 0.750 -4.727 -0.054 -0.033 -0.003
H 1.946 0.604 -5.747 0.012 -0.042 -0.113
H 3.918 1.423 -4.519 0.077 -0.008 -0.022
H 3.677 2.366 -2.272 0.073 0.015 0.027
H -1.079 4.603 -0.344 -0.148 -0.006 0.091
H -1.429 7.023 -0.738 -0.094 0.047 0.034
H 0.449 8.418 -1.520 -0.024 0.097 -0.034
H 2.644 7.393 -1.974 0.063 0.061 -0.055
H 2.967 4.976 -1.642 0.163 0.027 -0.046
H 5.202 2.620 1.725 0.029 0.140 0.047
H 7.617 2.178 1.679 0.063 0.042 0.045
H 8.465 0.041 0.787 0.092 -0.035 -0.015
H 6.890 -1.650 -0.079 0.008 -0.075 -0.029
H 4.460 -1.201 -0.051 -0.091 -0.089 -0.045
H 1.266 -0.940 2.145 -0.001 -0.268 -0.047
H 0.498 -1.231 4.469 -0.051 -0.039 -0.007
H 1.121 0.425 6.190 -0.048 -0.015 0.101
H 2.505 2.374 5.583 0.037 0.063 0.084
H 3.276 2.668 3.272 0.046 0.121 0.052
C -5.611 -1.532 -1.766 0.728 0.277 0.166
Si -3.707 -1.447 -1.898 0.055 -0.562 -0.793
C -3.062 -3.246 -2.032 -0.074 0.718 0.288
C -3.171 -0.580 -3.520 -0.211 -0.141 0.655
Ge -2.793 -0.101 -0.074 -2.205 -0.443 -0.071
Si -3.618 -0.919 2.076 0.044 -0.358 0.947
C -5.495 -0.595 2.274 0.748 0.058 -0.376
C -2.680 0.028 3.455 -0.252 -0.244 -0.672
C -3.324 -2.788 2.374 0.006 0.679 -0.366
Si -3.711 2.159 -0.329 -0.015 1.078 -0.102
C -3.086 3.067 -1.901 -0.022 -0.563 0.539
C -3.188 3.202 1.188 -0.044 -0.544 -0.498
C -5.619 2.243 -0.459 0.704 -0.475 0.105
H -6.048 -2.035 -2.623 0.077 -0.126 -0.231
H -6.046 -0.541 -1.705 -0.128 0.216 0.036
H -5.905 -2.080 -0.877 -0.038 -0.119 0.190
H -3.734 -3.862 -2.624 -0.235 0.055 -0.109
H -2.964 -3.714 -1.057 0.059 -0.111 0.161
H -2.092 -3.275 -2.522 0.177 0.038 0.016
H -3.434 -1.164 -4.396 -0.096 -0.203 -0.125
H -2.090 -0.439 -3.529 0.120 -0.008 0.029
H -3.640 0.393 -3.621 -0.076 0.229 -0.024
H -5.707 0.468 2.252 -0.056 0.227 -0.008
H -5.867 -0.985 3.217 0.109 -0.135 0.213
H -6.060 -1.065 1.476 -0.116 -0.085 -0.171
H -3.016 1.058 3.510 -0.030 0.243 -0.016
H -1.606 0.037 3.263 0.041 -0.020 0.025
H -2.846 -0.422 4.429 -0.060 -0.170 0.154
H -3.608 -3.383 1.511 -0.040 -0.116 -0.170
H -3.915 -3.140 3.217 -0.130 0.108 0.144
H -2.281 -3.002 2.595 0.154 0.017 -0.026
H -2.007 3.197 -1.904 0.142 0.013 0.000
H -3.531 4.056 -1.961 -0.146 0.189 0.092
H -3.363 2.534 -2.806 -0.039 -0.110 -0.140
H -2.132 3.067 1.410 0.152 -0.010 0.029
H -3.753 2.912 2.068 -0.124 -0.089 0.183
H -3.368 4.259 1.020 -0.094 0.216 -0.118
H -5.974 1.758 -1.362 -0.062 -0.109 -0.192
H -5.951 3.276 -0.492 0.124 0.275 0.012
H -6.102 1.767 0.386 -0.127 -0.119 0.164
I 1.921 -3.194 0.100 -0.107 -0.050 0.039
C -0.082 -2.388 0.130 -0.206 0.596 0.095
H -0.545 -2.799 1.023 0.002 -0.244 0.006
H -0.569 -2.814 -0.741 -0.023 -0.266 -0.047

91
Properties=species:S:1:pos:R:3:forces:R:3 method="wB97M-V/def2-TZVPD" orbital_gap_ev=8.36 total_charge=+1 homo_energy_ha=-0.4077 largest_force_ha_per_bohr=0.0181 e_lumo_ev=-2.732
C 5.664 2.180 2.315 -0.104 -0.001 0.290
C 4.743 3.290 2.834 0.246 -0.045 -0.191
C 4.109 4.123 1.717 -0.490 -0.020 0.604
C 2.689 4.654 2.063 0.756 -0.240 -0.431
N 1.722 4.426 0.983 -0.155 0.176 0.091
C 0.786 3.354 1.243 -0.148 0.146 0.180
C 1.546 2.061 0.914 0.165 0.227 -0.066
N 0.658 0.880 0.645 0.204 0.099 -0.022
C -0.732 1.122 1.131 -0.723 -0.230 -0.059
C -1.582 -0.147 0.963 0.264 -0.168 -0.028
O -1.926 -0.715 2.188 -0.255 -0.287 0.295
C -2.987 -0.035 2.858 0.379 0.650 -0.545
C -1.209 2.285 0.295 0.635 0.124 -0.589
N -0.449 3.520 0.490 0.038 0.085 0.111
C -1.275 4.605 1.022 -0.431 -0.205 0.325
N -2.043 4.326 2.243 0.080 0.012 -0.484
H 6.704 2.468 2.378 0.283 0.075 -0.199
H 5.434 1.911 1.289 0.012 -0.022 -0.233
H 5.559 1.280 2.912 0.026 -0.166 0.142
H 5.320 3.933 3.489 -0.008 0.146 0.282
H 3.973 2.844 3.460 -0.254 -0.039 0.046
H 4.737 4.972 1.477 0.252 0.049 -0.258
H 4.042 3.495 0.841 -0.100 -0.024 -0.444
H 2.378 4.155 2.981 -0.316 0.019 0.195
H 2.768 5.712 2.277 -0.225 0.215 0.055
H 1.224 5.266 0.728 0.065 -0.047 0.007
H 0.547 3.340 2.321 0.086 -0.125 0.171
H 2.200 1.847 1.747 0.089 -0.295 0.216
H 2.176 2.227 0.049 -0.053 0.016 -0.243
H 0.574 0.790 -0.370 0.097 -0.207 0.029
H 1.057 0.003 0.990 -0.021 0.036 0.134
H -0.693 1.351 2.188 0.224 0.080 0.259
H -2.461 0.032 0.340 -0.131 0.202 -0.017
H -0.985 -0.895 0.441 -0.018 -0.200 -0.109
H -2.589 0.828 3.392 0.008 0.042 0.330
H -3.508 -0.696 3.533 0.107 -0.309 0.127
H -3.688 0.358 2.124 -0.262 -0.098 -0.076
H -2.273 2.428 0.420 -0.229 0.181 0.234
H -1.076 1.968 -0.747 -0.247 -0.058 -0.200
H -0.664 5.479 1.209 0.326 0.047 -0.094
H -1.976 4.877 0.242 -0.167 0.154 -0.131
H -1.676 3.565 2.796 -0.036 0.110 0.105
H -3.020 4.177 2.034 0.036 -0.164 0.188
C -2.255 3.054 -3.260 0.023 -0.002 0.068
C -3.506 3.408 -3.744 -0.018 -0.011 0.024
C -3.984 2.831 -4.912 -0.001 -0.017 -0.004
C -3.213 1.898 -5.591 -0.007 0.012 0.007
C -1.962 1.543 -5.107 0.017 -0.033 -0.008
C -1.481 2.124 -3.942 -0.021 -0.013 0.061
H -1.877 3.511 -2.352 0.022 0.056 -0.037
H -4.109 4.134 -3.213 0.004 0.017 -0.015
H -4.957 3.110 -5.294 -0.005 -0.002 0.000
H -3.587 1.448 -6.502 0.001 0.000 -0.006
H -1.361 0.819 -5.640 0.002 0.004 -0.009
H -0.499 1.856 -3.570 0.022 0.018 -0.030
C 1.216 -5.318 1.979 -0.001 0.009 -0.017
C 0.644 -4.162 2.489 0.017 -0.010 0.051
C 0.492 -3.049 1.674 0.053 0.156 -0.109
C 0.906 -3.097 0.349 0.010 0.031 0.132
C 1.477 -4.253 -0.162 0.044 -0.010 -0.126
C 1.634 -5.363 0.655 -0.019 0.017 0.022
H 1.337 -6.186 2.613 -0.003 -0.003 0.002
H 0.317 -4.128 3.520 0.001 0.004 -0.001
H 0.044 -2.145 2.072 -0.084 -0.093 0.098
H 0.783 -2.232 -0.296 -0.007 -0.038 -0.077
H 1.799 -4.288 -1.195 0.022 0.006 0.008
H 2.082 -6.265 0.259 -0.009 -0.006 -0.005
C 3.781 -5.203 -3.228 -0.012 0.013 0.015
C 4.667 -4.956 -2.188 -0.028 -0.010 0.024
C 5.752 -4.114 -2.386 -0.008 0.026 0.008
C 5.947 -3.513 -3.622 -0.004 0.006 0.005
C 5.059 -3.758 -4.660 0.002 0.012 -0.005
C 3.977 -4.605 -4.465 -0.020 0.009 -0.001
H 2.938 -5.867 -3.076 0.010 -0.022 -0.013
H 4.514 -5.423 -1.223 0.018 -0.013 0.001
H 6.447 -3.927 -1.577 0.006 -0.006 0.001
H 6.794 -2.857 -3.777 0.008 -0.006 -0.006
H 5.214 -3.292 -5.625 0.006 -0.008 -0.006
H 3.290 -4.803 -5.277 0.001 -0.003 -0.003
C -6.970 -1.882 0.904 -0.008 0.040 0.000
C -5.625 -1.549 0.973 0.027 -0.093 -0.002
C -4.662 -2.548 1.057 -0.067 0.059 -0.037
C -5.050 -3.880 1.066 0.036 -0.012 0.008
C -6.395 -4.213 0.996 -0.004 -0.010 -0.002
C -7.355 -3.214 0.918 -0.004 -0.009 0.001
H -7.719 -1.103 0.840 -0.001 0.001 -0.004
H -5.331 -0.507 0.959 -0.035 0.021 -0.030
H -3.611 -2.293 1.118 0.008 -0.024 0.014
H -4.302 -4.660 1.127 0.004 -0.004 0.004
H -6.695 -5.252 1.003 -0.002 -0.005 0.005
H -8.404 -3.475 0.867 -0.004 -0.001 -0.005

| no. | E_tot (eV) |
| --- | --- |
| 1 | -166483.85099 |
| 2 | -45122.36756 |